No. 1
{"formula": "C9H66NO25", "method": "the ωB97M-V functional and the def2-TZVPD basis", "species": ["C", "C", "C", "C", "C", "C", "N", "O", "C", "C", "C", "H", "H", "H", "H", "H", "H", "H", "H", "H", "H", "H", "H", "H", "H", "H", "H", "H", "H", "O", "H", "H", "O", "H", "H", "O", "H", "H", "O", "H", "H", "O", "H", "H", "O", "H", "H", "O", "H", "H", "O", "H", "H", "O", "H", "H", "O", "H", "H", "O", "H", "H", "O", "H", "H", "O", "H", "H", "O", "H", "H", "O", "H", "H", "O", "H", "H", "O", "H", "H", "O", "H", "H", "O", "H", "H", "O", "H", "H", "O", "H", "H", "O", "H", "H", "O", "H", "H", "O", "H", "H"], "positions_angstrom": [[-12.51918, -3.78599, 34.07271], [-12.05551, -3.75948, 32.61403], [-12.88490, -2.61594, 31.91395], [-12.36816, -2.42297, 30.50194], [-10.86114, -2.13288, 30.52777], [-9.98024, -3.19032, 31.22152], [-10.57418, -3.51281, 32.56291], [-9.78053, -4.36333, 33.46504], [-8.50264, -2.53816, 31.29264], [-9.87006, -4.37862, 30.28061], [-12.53978, -5.15733, 32.08936], [-12.46224, -4.72764, 34.61874], [-13.54220, -3.45010, 34.24212], [-12.08914, -3.00930, 34.70511], [-12.70720, -1.69655, 32.47183], [-13.95692, -2.80370, 31.97409], [-12.83799, -1.49015, 30.19017], [-12.58252, -3.26382, 29.84230], [-10.66765, -1.12263, 30.88841], [-10.48192, -2.00261, 29.51420], [-8.13557, -2.11041, 30.35969], [-7.76171, -3.25758, 31.64130], [-8.54097, -1.70865, 31.99871], [-9.83323, -5.25791, 30.92372], [-8.97211, -4.37189, 29.66276], [-10.76884, -4.56910, 29.69408], [-13.58722, -5.26554, 32.37086], [-12.00549, -5.99302, 32.54130], [-12.43857, -5.25150, 31.00816], [-6.60826, 0.80897, 34.32255], [-5.98249, 1.51745, 34.17185], [-6.13401, 0.01403, 34.07887], [-14.88834, -8.97978, 33.78399], [-14.13621, -9.47405, 34.10991], [-14.79152, -8.11081, 34.17355], [-10.19198, -5.28562, 37.80872], [-9.26023, -5.13218, 37.96531], [-10.25137, -5.46436, 36.87023], [-6.78444, -6.75981, 25.81760], [-7.49075, -6.65310, 25.18044], [-7.18380, -7.24515, 26.53954], [-11.74562, -9.80930, 35.51059], [-11.96130, -9.03618, 36.03213], [-10.99225, -9.54132, 34.98443], [-8.91721, -8.56446, 33.69562], [-9.16331, -7.64445, 33.79179], [-8.35165, -8.74142, 34.44732], [-15.72771, -1.34293, 38.29876], [-14.95957, -1.52607, 38.83973], [-15.40569, -0.75413, 37.61622], [-13.48463, -7.77129, 38.28389], [-13.70291, -7.31601, 39.09710], [-13.49972, -8.69954, 38.51705], [-7.76030, -2.03948, 36.62018], [-8.09907, -1.19147, 36.33324], [-8.03390, -2.65100, 35.93650], [-18.35456, -2.88692, 35.66014], [-17.71886, -2.80918, 36.37153], [-18.52798, -3.82601, 35.59482], [-10.16828, -0.01711, 34.24576], [-9.34252, 0.23056, 33.82981], [-10.28781, -0.93774, 34.01257], [-16.02173, 1.03630, 27.58280], [-15.10842, 1.09251, 27.30184], [-15.97653, 0.98819, 28.53773], [-13.44102, -9.44649, 28.78907], [-13.15832, -8.85073, 28.09526], [-12.89182, -9.21898, 29.53930], [-13.12724, 0.49447, 36.07881], [-13.62630, 0.93227, 35.38924], [-12.22449, 0.49759, 35.76058], [-3.85425, -1.30024, 33.10704], [-3.57313, -2.05452, 33.62499], [-3.47400, -1.44852, 32.24121], [-18.39133, -2.12281, 32.11700], [-17.59837, -1.61474, 31.94586], [-18.43581, -2.18410, 33.07120], [-12.88753, -3.05257, 39.53323], [-12.50018, -3.64459, 38.88849], [-13.21069, -3.62961, 40.22521], [-12.36206, 1.59837, 25.92645], [-11.55631, 1.14082, 26.16654], [-12.38693, 1.55504, 24.97055], [-8.94772, -9.08418, 28.05516], [-8.88744, -10.01681, 28.26206], [-9.28818, -8.68254, 28.85454], [-16.55873, -3.92446, 28.13569], [-15.79017, -3.92348, 28.70624], [-17.26242, -4.27528, 28.68156], [-16.42513, 0.89157, 31.32058], [-15.87245, 1.29817, 31.98800], [-17.17768, 1.47790, 31.24235], [-5.32007, -5.90238, 34.23687], [-6.13640, -5.47909, 33.97105], [-4.84344, -5.22477, 34.71635], [-16.50872, -9.01730, 30.40717], [-16.06050, -9.25088, 31.22005], [-15.93513, -9.34458, 29.71426], [-11.00971, 2.82446, 31.46518], [-10.60657, 1.95954, 31.39019], [-10.53627, 3.36551, 30.83325]], "lowdin_charge": [-0.09, -0.48, -0.14, -0.19, -0.17, -0.49, -0.19, -0.36, -0.04, -0.07, -0.05, 0.07, 0.07, 0.07, 0.11, 0.11, 0.10, 0.10, 0.10, 0.11, 0.06, 0.06, 0.05, 0.07, 0.07, 0.06, 0.07, 0.07, 0.05, -0.05, 0.03, 0.02, -0.05, 0.01, 0.03, -0.05, 0.03, 0.03, -0.06, 0.03, 0.02, -0.05, 0.02, 0.01, -0.05, 0.02, 0.03, -0.06, 0.01, 0.02, -0.05, 0.03, 0.03, -0.06, 0.02, 0.02, -0.05, 0.03, 0.03, -0.05, 0.01, 0.02, -0.05, 0.02, 0.01, -0.05, 0.03, 0.03, -0.05, 0.02, 0.01, -0.04, 0.03, 0.03, -0.06, 0.01, 0.01, -0.04, 0.03, 0.03, -0.05, 0.03, 0.03, -0.05, 0.03, 0.03, -0.05, 0.02, 0.03, -0.04, 0.03, 0.04, -0.06, 0.03, 0.02, -0.06, 0.01, 0.01, -0.05, 0.02, 0.03], "lumo_energy_ev": 1.8, "e_tot_ev": -63080.6812, "de_lowest_ev": 4.4624, "fmax_ha_per_bohr": 0.040, "total_charge": -1}

***

No. 2
{"formula": "C3H5N3", "method": "the ωB97M-V functional and the def2-TZVPD basis", "species": ["C", "N", "C", "N", "C", "N", "H", "H", "H", "H", "H"], "positions_angstrom": [[1.57737, -0.36006, 0.12787], [0.44658, -1.05989, -0.40642], [-0.58946, -0.32523, -0.28091], [-0.48413, 0.95377, 0.30010], [-1.93120, -0.81464, -0.47613], [-3.04312, -1.11892, -0.57064], [2.42184, -1.05770, 0.27944], [1.92933, 0.46428, -0.49829], [0.97353, 0.35994, 0.90014], [-0.05394, 1.69191, -0.24521], [-1.24680, 1.26655, 0.87004]], "lowdin_charge": [-0.15, 0.05, -0.45, 0.06, -0.15, 0.16, 0.08, 0.07, 0.11, 0.12, 0.11], "smiles": "C/N=C(\\N)C#N", "lumo_energy_ev": 0.5, "e_tot_ev": -7660.2669, "de_lowest_ev": 2.1887, "fmax_ha_per_bohr": 0.063, "total_charge": 0}